{
  "formula": "C2H4N3",
  "method": "ωB97M-V with the def2-TZVPD basis set",
  "species": ["C", "C", "N", "N", "N", "H", "H", "H", "H"],
  "positions_angstrom": [[-2.406, 0.045, -0.004], [2.090, -0.350, -0.498], [1.363, 0.307, 0.596], [0.799, 0.313, -0.470], [-3.572, 0.070, 0.068], [2.994, 0.222, -0.973], [2.066, -1.349, -0.771], [1.117, 0.229, 1.629], [-4.451, 0.514, 0.422]],
  "forces_ev_per_angstrom": [[-0.466, -0.254, -0.017], [2.743, 3.479, -1.212], [1.162, -2.453, 1.302], [-1.548, 1.120, -0.643], [-0.719, 1.267, 0.912], [-1.936, -0.815, 1.307], [-0.383, -2.122, 0.441], [-0.131, 0.805, -1.279], [1.279, -1.026, -0.810]],
  "nbo_charge": [0.238, -0.107, -0.140, 0.239, -0.704, 0.259, 0.244, 0.498, 0.473],
  "total_charge": 1,
  "e_above_lowest_ev": 5.336,
  "orbital_gap_ev": 7.9990,
  "e_tot_ha": -242.403303
}